(1)
Below is C4H3Cl7 in the gas phase in a non-equilibrium geometry, with properties calculated with ωB97M-V/def2-TZVPD.

Each atom is followed by the atoms it is bonded to, with distances in Å.
Positions of all 14 atoms, in Å:
1 Cl -0.89 -2.86 0.29  C2 1.771
2 C -0.02 -1.62 1.22  Cl1 1.771, Cl3 1.794, C4 1.569, H12 1.127
3 Cl 1.70 -2.10 1.33  C2 1.794
4 C -0.31 -0.17 0.71  C2 1.569, Cl5 1.801, C6 1.549, H13 1.071
5 Cl 0.10 0.98 2.04  C4 1.801
6 C 0.42 0.32 -0.56  C4 1.549, Cl7 1.772, Cl8 1.823, C9 1.544
7 Cl 2.09 0.71 -0.12  C6 1.772
8 Cl 0.45 -0.91 -1.91  C6 1.823
9 C -0.22 1.60 -1.15  C6 1.544, Cl10 1.762, Cl11 1.814, H14 1.125
10 Cl 0.60 2.21 -2.59  C9 1.762
11 Cl -1.90 1.24 -1.72  C9 1.814
12 H -0.45 -1.65 2.26  C2 1.127
13 H -1.37 -0.12 0.56  C4 1.071
14 H -0.20 2.38 -0.34  C9 1.125

Summary:
Energy: -3375.5551 Eh
Highest occupied orbital energy: -0.3935 hartree
SMILES: ClC(Cl)[C@@H](Cl)C(Cl)(Cl)C(Cl)Cl
Energy relative to the best compared isomer or geometry (same formula, charge and spin): 0.0 kJ/mol
2S+1: 1
Frontier orbital gap: 11.13 eV

Results of the Mulliken charge analysis, in e, for atoms 1 through 8: -0.113 -0.124 -0.106 -0.421 -0.091 0.018 -0.042 -0.055

(2)
Below is 2 unconnected molecules or ions with the total composition C4H3ClF2N2O in a non-equilibrium geometry, with properties calculated with ωB97M-V/def2-TZVPD.

Each atom is followed by the atoms it is bonded to, with distances in Å.
Positions of all 13 atoms, in Å:
1 C -2.54 -1.08 -1.67  C3 1.390, N5 1.153
2 C -1.02 0.07 0.16  C3 1.429, C4 1.547, O7 1.436, H11 1.155
3 C -2.18 -0.29 -0.59  C1 1.390, C2 1.429, O7 1.349
4 C 0.37 -0.26 -0.44  C2 1.547, Cl10 1.707, H12 1.146, H13 1.139
5 N -2.87 -1.86 -2.46  C1 1.153
6 N -3.91 -0.31 0.95  F8 1.311, F9 1.400
7 O -1.81 1.01 -0.58  C2 1.436, C3 1.349
8 F -3.38 0.66 1.64  N6 1.311
9 F -4.94 0.26 0.20  N6 1.400
10 Cl 0.97 -1.70 0.25  C4 1.707
11 H -1.06 -0.11 1.30  C2 1.155
12 H 1.00 0.58 0.01  C4 1.146
13 H 0.23 -0.44 -1.56  C4 1.139

Summary:
Energy: -998.6017 Eh
Highest occupied orbital energy (spin up / spin down): -0.3457 / -0.3933 hartree
Energy relative to the best compared isomer or geometry (same formula, charge and spin): 209.6 kJ/mol
2S+1: 1
Frontier orbital gap (spin up / spin down): 8.45 / 9.56 eV

Results of the Mulliken charge analysis, in e, for atoms 1 through 8: 0.043 0.116 0.401 -0.403 -0.401 0.063 -0.364 -0.090

(3)
Below is C4H3ClFN in the gas phase in a non-equilibrium geometry, with properties calculated with ωB97M-V/def2-TZVPD.

Each atom is followed by the atoms it is bonded to, with distances in Å.
Positions of all 10 atoms, in Å:
1 N -2.88 -1.21 1.37  C2 1.209
2 C -2.11 -0.70 0.59  N1 1.209, C3 1.430
3 C -1.04 -0.34 -0.29  C2 1.430, C4 1.379, H8 1.076
4 C 0.10 0.19 0.28  C3 1.379, C5 1.391, H9 1.017
5 C 1.34 0.46 -0.28  C4 1.391, F6 1.348, Cl7 1.799, H10 1.243
6 F 0.99 0.19 -1.55  C5 1.348
7 Cl 2.10 2.08 -0.14  C5 1.799
8 H -0.87 -0.60 -1.32  C3 1.076
9 H 0.09 0.24 1.30  C4 1.017
10 H 2.27 -0.30 0.04  C5 1.243

Summary:
Energy: -768.9394 Eh
Highest occupied orbital energy: -0.3852 hartree
SMILES: N#C/C=C/[C@@H](F)Cl
Energy relative to the best compared isomer or geometry (same formula, charge and spin): 218.5 kJ/mol
2S+1: 1
Frontier orbital gap: 9.80 eV

Results of the Mulliken charge analysis, in e, for atoms 1 through 8: -0.419 0.221 -0.296 -0.453 0.238 -0.247 -0.145 0.442